{
  "formula": "C61H78FN4O4P2",
  "method": "ωB97M-V/def2-TZVPD",
  "total_charge": 1,
  "energy_ev": -99963.3113,
  "e_lumo_ev": -2.4,
  "symbols": ["C", "C", "N", "C", "N", "C", "N", "C", "P", "O", "O", "O", "P", "C", "C", "C", "C", "N", "C", "F", "C", "O", "C", "C", "H", "H", "H", "H", "H", "H", "H", "H", "H", "H", "H", "H", "H", "H", "H", "H", "H", "H", "H", "H", "H", "H", "H", "H", "H", "H", "H", "H", "H", "H", "C", "C", "C", "C", "C", "C", "H", "H", "H", "H", "H", "H", "C", "C", "C", "C", "C", "C", "H", "H", "H", "H", "H", "H", "C", "C", "C", "C", "C", "C", "H", "H", "H", "H", "H", "H", "C", "C", "C", "C", "C", "C", "H", "H", "H", "H", "H", "H", "C", "C", "C", "C", "C", "C", "H", "H", "H", "H", "H", "H", "C", "C", "C", "C", "C", "C", "H", "H", "H", "H", "H", "H", "C", "C", "C", "C", "C", "C", "H", "H", "H", "H", "H", "H", "C", "C", "C", "C", "C", "C", "H", "H", "H", "H", "H", "H"],
  "xyz": [[0.57562, -0.82449, 1.56464], [0.11596, -0.73581, 0.10469], [-1.05441, 0.13483, -0.12573], [-0.79112, 1.23021, -1.00402], [-1.96269, 1.64942, -1.84181], [-2.76859, 2.38146, -1.00828], [-4.04110, 2.60797, -1.11307], [-4.73226, 2.03994, -2.27010], [-4.94262, 3.31208, -3.56641], [-4.35738, 4.61281, -3.24089], [-4.31097, 2.80542, -4.94157], [-6.50723, 3.39240, -3.79689], [-5.09100, 3.53117, -0.00197], [-5.87779, 2.41230, 1.25417], [-5.43544, 0.93407, 1.14597], [-4.23944, 4.96142, 0.76356], [-4.02329, 6.13339, -0.20967], [-1.99372, 2.87681, 0.02754], [-0.60250, 2.57513, -0.24751], [0.15872, 2.45768, 0.86465], [0.14597, 3.46575, -1.23779], [-0.12432, 4.84037, -1.05153], [0.84785, 5.54307, -0.25601], [0.08337, 6.51038, 0.66767], [0.71249, -1.86250, 1.85830], [-0.12391, -0.39302, 2.28464], [1.54025, -0.35185, 1.73620], [-0.15245, -1.74657, -0.19991], [0.98373, -0.45952, -0.49550], [-1.30907, 0.49099, 0.79050], [0.00671, 0.99576, -1.69839], [-2.42129, 0.74152, -1.99939], [-4.23708, 1.16685, -2.68675], [-5.72076, 1.72681, -1.93902], [-3.85110, 3.58115, -5.30914], [-6.67390, 4.08402, -4.46280], [-5.64131, 2.82540, 2.23290], [-6.94322, 2.46712, 1.06785], [-6.13397, 0.33759, 1.72207], [-5.43294, 0.62764, 0.10202], [-4.42340, 0.81959, 1.52852], [-4.90210, 5.29742, 1.56125], [-3.32415, 4.67566, 1.28180], [-4.85900, 6.82028, -0.10552], [-3.13951, 6.71450, 0.03866], [-3.95103, 5.82645, -1.25229], [-2.03515, 3.89922, -0.12302], [-0.03439, 3.21747, -2.28241], [1.20900, 3.28572, -1.06109], [1.42592, 4.88423, 0.38768], [1.46943, 6.10632, -0.94897], [-0.93558, 6.63317, 0.31108], [0.03969, 6.06612, 1.65868], [0.52936, 7.50051, 0.68584], [3.59081, 0.43935, -2.13026], [2.74589, -0.09998, -3.09098], [3.26573, -0.85471, -4.13268], [4.63336, -1.07682, -4.20858], [5.47890, -0.54034, -3.24669], [4.95883, 0.22102, -2.20932], [3.18353, 1.03114, -1.31758], [1.67598, 0.06830, -3.02643], [2.60608, -1.27036, -4.88411], [5.04049, -1.66872, -5.01777], [6.54522, -0.71565, -3.30639], [5.61929, 0.64322, -1.46255], [-2.00298, 2.91418, 3.50194], [-1.10498, 3.55814, 4.34204], [-1.37276, 3.65473, 5.70038], [-2.53425, 3.09940, 6.22028], [-3.43083, 2.45217, 5.38163], [-3.16697, 2.36307, 4.02182], [-1.79546, 2.84144, 2.44306], [-0.19558, 3.98542, 3.93745], [-0.67592, 4.16197, 6.35482], [-2.74015, 3.17095, 7.28018], [-4.33514, 2.01760, 5.78833], [-3.86929, 1.86143, 3.36656], [5.49642, -2.22861, 1.52766], [5.92957, -3.46807, 1.97769], [5.33019, -4.05428, 3.08426], [4.29043, -3.40467, 3.73570], [3.85543, -2.16713, 3.28353], [4.46062, -1.57697, 2.18215], [5.96651, -1.77037, 0.66631], [6.73662, -3.97766, 1.46602], [5.67288, -5.01825, 3.43854], [3.82014, -3.86383, 4.59513], [3.04267, -1.66146, 3.79142], [4.12423, -0.60816, 1.83233], [-6.35071, 8.17539, -4.13571], [-5.54841, 7.07385, -4.40811], [-4.81403, 7.02885, -5.58532], [-4.87293, 8.08474, -6.48494], [-5.67189, 9.18527, -6.20929], [-6.41396, 9.22950, -5.03668], [-6.92702, 8.21172, -3.21959], [-5.49437, 6.25216, -3.70755], [-4.19128, 6.16844, -5.80196], [-4.29584, 8.05020, -7.40028], [-5.71681, 10.00943, -6.90941], [-7.04075, 10.08634, -4.82514], [2.47903, -5.72682, 6.46049], [1.67899, -4.59356, 6.51629], [0.73696, -4.45744, 7.52633], [0.60114, -5.45054, 8.48612], [1.40336, -6.58182, 8.43229], [2.33947, -6.72205, 7.41754], [3.21221, -5.83572, 5.67081], [1.78871, -3.81485, 5.77108], [0.10877, -3.57650, 7.56634], [-0.13031, -5.34257, 9.27672], [1.29831, -7.35550, 9.18196], [2.96135, -7.60687, 7.37306], [-2.50418, -3.71741, -3.47605], [-3.21664, -2.65877, -4.02408], [-2.61704, -1.41254, -4.15696], [-1.30183, -1.23011, -3.74821], [-0.58915, -2.29171, -3.20325], [-1.19070, -3.53264, -3.06430], [-2.97244, -4.68756, -3.37010], [-4.23885, -2.80506, -4.34896], [-3.17362, -0.58485, -4.58327], [-0.83051, -0.25852, -3.85789], [0.43735, -2.14791, -2.88630], [-0.63427, -4.35592, -2.63383], [9.70220, -6.90382, 0.05804], [8.68871, -5.96677, -0.08602], [8.92099, -4.79558, -0.79453], [10.16467, -4.56612, -1.36647], [11.17686, -5.50483, -1.22509], [10.94709, -6.67174, -0.50971], [9.52200, -7.81561, 0.61302], [7.71634, -6.14970, 0.35510], [8.13188, -4.06096, -0.90199], [10.34503, -3.65506, -1.92289], [12.14628, -5.32647, -1.67247], [11.73841, -7.40131, -0.39543], [0.08150, -8.48081, -0.34201], [-1.04998, -7.74196, -0.65903], [-1.05736, -6.36816, -0.46315], [0.06944, -5.73190, 0.04098], [1.20191, -6.47014, 0.35463], [1.20625, -7.84538, 0.16672], [0.08708, -9.55276, -0.49142], [-1.92600, -8.23733, -1.05802], [-1.94229, -5.79088, -0.70365], [0.06415, -4.65828, 0.18973], [2.08106, -5.97371, 0.74659], [2.08721, -8.42264, 0.41597]],
  "forces_ev_per_angstrom": [[0.12, -0.01, 0.30], [0.14, -1.00, 0.30], [0.41, 0.22, -0.01], [0.39, 0.83, 0.57], [-1.48, -2.15, 0.95], [2.07, -0.52, 0.52], [0.50, -0.53, 0.40], [-0.71, -0.01, -0.35], [-0.17, 1.15, -0.45], [0.75, 0.01, 0.71], [-0.04, -0.39, 0.18], [0.08, -0.44, -0.12], [-2.48, 1.49, -1.07], [1.44, -0.65, -0.14], [-0.01, 0.94, 0.10], [1.03, -0.40, 0.23], [-0.19, 0.00, -0.03], [-0.10, 2.71, -0.64], [0.68, -1.74, -2.57], [-0.43, -0.08, 0.78], [0.46, 1.32, 0.30], [-0.09, -0.66, 0.31], [-0.91, 1.10, 0.22], [0.13, -0.43, -0.30], [-0.05, -0.10, -0.02], [-0.13, 0.05, -0.14], [-0.01, 0.23, -0.08], [-0.07, 0.01, -0.23], [-0.19, 0.23, -0.24], [-0.30, 0.01, -0.10], [0.24, -0.03, 0.07], [0.01, 0.27, -0.99], [0.13, -0.03, 0.09], [-0.07, 0.00, -0.10], [0.08, -0.33, -0.05], [-0.29, -0.13, 0.17], [-0.15, -0.07, 0.17], [-0.11, 0.29, -0.04], [0.10, -0.33, -0.03], [-0.15, -0.31, 0.03], [0.03, -0.19, 0.05], [-0.28, -0.32, 0.04], [0.06, 0.06, 0.10], [-0.14, 0.01, -0.26], [0.16, -0.12, 0.13], [-0.01, -0.02, 0.00], [-0.34, 0.09, 1.12], [-0.42, -0.10, 0.06], [0.03, -0.26, -0.01], [0.20, -0.30, -0.38], [0.31, -0.16, 0.04], [-0.06, 0.00, -0.14], [-0.07, 0.30, 0.23], [0.16, -0.03, 0.24], [-0.07, 0.01, 0.01], [0.00, 0.03, 0.07], [-0.05, -0.03, -0.03], [0.01, 0.00, 0.02], [-0.01, -0.01, -0.01], [0.02, -0.01, 0.04], [0.02, 0.00, 0.01], [0.00, 0.00, -0.05], [0.00, -0.01, 0.01], [0.00, 0.00, 0.00], [0.00, 0.01, -0.01], [0.00, 0.00, 0.00], [-0.02, -0.01, 0.01], [0.01, 0.02, -0.01], [0.00, 0.00, 0.01], [0.01, 0.01, -0.01], [-0.05, -0.01, 0.01], [0.02, 0.03, 0.00], [-0.01, -0.01, 0.05], [0.00, -0.01, 0.01], [0.00, -0.01, 0.00], [0.00, 0.00, -0.01], [0.01, 0.00, 0.00], [0.03, -0.02, 0.05], [0.00, 0.01, -0.03], [0.02, -0.03, -0.01], [-0.02, 0.00, -0.03], [0.01, -0.03, -0.02], [-0.05, 0.03, -0.01], [-0.03, -0.02, -0.01], [0.00, -0.01, 0.00], [0.02, 0.02, 0.02], [0.00, 0.01, 0.00], [0.02, 0.02, 0.02], [0.02, 0.01, 0.02], [0.02, 0.00, 0.00], [0.01, 0.03, -0.09], [-0.23, 0.06, 0.04], [-0.06, 0.01, 0.01], [0.03, -0.03, -0.04], [0.00, 0.01, -0.01], [0.00, 0.01, 0.04], [0.00, 0.00, -0.01], [0.03, 0.22, -0.03], [0.05, 0.03, 0.02], [-0.01, 0.01, 0.00], [0.00, -0.01, 0.00], [0.01, 0.00, 0.00], [-0.01, 0.03, 0.00], [0.01, -0.02, -0.02], [0.00, 0.02, 0.00], [-0.01, 0.00, 0.00], [-0.01, -0.01, 0.01], [0.02, -0.01, 0.00], [-0.01, -0.02, 0.00], [-0.02, 0.00, 0.00], [0.01, 0.00, 0.01], [0.00, 0.00, 0.00], [0.00, 0.00, -0.01], [0.00, 0.01, 0.01], [-0.01, 0.05, 0.00], [-0.03, -0.01, 0.05], [-0.04, 0.07, 0.08], [0.01, 0.03, 0.10], [0.05, 0.16, 0.02], [0.00, -0.07, 0.03], [0.01, 0.00, -0.01], [0.01, 0.00, -0.01], [0.02, -0.02, -0.08], [0.02, -0.02, -0.08], [0.01, -0.03, -0.02], [-0.01, -0.02, -0.02], [0.00, -0.01, 0.01], [-0.02, 0.03, 0.01], [-0.01, -0.01, 0.01], [-0.01, 0.02, 0.00], [0.02, 0.01, 0.00], [0.00, -0.01, -0.01], [0.00, 0.00, 0.00], [0.00, -0.01, -0.01], [0.00, -0.01, -0.02], [0.01, 0.00, 0.00], [0.00, 0.00, 0.01], [-0.01, 0.00, -0.01], [0.02, 0.00, 0.00], [-0.01, -0.01, -0.01], [0.00, 0.05, -0.02], [-0.02, 0.01, -0.02], [0.04, 0.02, 0.02], [-0.02, -0.01, -0.01], [0.00, 0.01, 0.00], [0.00, 0.00, 0.02], [0.00, -0.01, 0.01], [0.00, -0.01, 0.01], [-0.01, 0.00, 0.01], [0.00, 0.00, -0.01]]
}